No. 1
Density functional theory data (ωB97M-V/def2-TZVPD) for a molecular structure, C21H41BI2MnNO4P.

Each line ends with the Mulliken spin population.
Element x y z (Å)
1 C -3.83 3.62 6.86  0.00
2 C -5.28 2.92 6.44  0.00
3 C -4.95 1.97 5.12  0.00
4 C -4.34 0.54 5.66  0.00
5 C -3.00 0.15 4.74  0.00
6 C -2.59 -1.39 5.15  0.00
7 C -2.01 -2.29 3.91  0.00
8 C -1.32 -1.43 2.69  0.00
9 C -0.86 -2.52 1.53  0.00
10 C 0.71 -2.26 1.10  0.00
11 C 1.30 -3.52 0.22  0.00
12 C 1.26 -3.13 -1.37  0.00
13 C 2.34 -1.93 -1.79  0.00
14 C 1.79 -1.30 -3.19  0.00
15 C 2.45 0.09 -3.71  -0.01
16 C 2.09 0.03 -5.34  0.00
17 C 0.55 -0.38 -5.68  0.00
18 C 0.04 0.66 -6.89  0.00
19 I 0.35 -2.40 -6.60  0.00
20 C 4.06 0.35 -3.78  0.00
21 B 5.04 0.26 -2.48  0.00
22 O 6.52 0.24 -2.75  0.00
23 O 4.64 0.21 -1.06  0.00
24 N 4.16 1.86 -4.08  0.01
25 C 3.36 2.50 -2.97  0.00
26 O 3.59 3.51 -2.14  0.00
27 C 1.99 1.53 -3.01  0.02
28 I 0.80 1.41 -1.13  -0.08
29 P 0.83 2.69 -4.06  0.00
30 O 0.78 4.15 -3.37  -0.01
31 H -4.06 4.75 7.08  0.00
32 H -3.44 3.03 7.79  0.00
33 H -3.01 3.48 6.00  0.00
34 H -6.10 3.73 6.21  0.00
35 H -5.67 2.22 7.31  0.00
36 H -5.95 1.75 4.52  0.00
37 H -4.22 2.51 4.38  0.00
38 H -5.15 -0.29 5.43  0.00
39 H -4.10 0.52 6.81  0.00
40 H -2.11 0.90 5.00  0.00
41 H -3.35 0.27 3.62  0.00
42 H -1.85 -1.39 6.08  0.00
43 H -3.58 -1.92 5.52  0.00
44 H -1.16 -3.01 4.34  0.00
45 H -2.84 -2.99 3.45  0.00
46 H -2.06 -0.68 2.15  0.00
47 H -0.36 -0.83 3.01  0.00
48 H -1.03 -3.61 1.93  0.00
49 H -1.58 -2.37 0.59  0.00
50 H 0.73 -1.26 0.47  0.00
51 H 1.33 -2.08 2.08  0.00
52 H 2.37 -3.79 0.64  0.00
53 H 0.55 -4.42 0.40  0.00
54 H 0.16 -2.89 -1.75  0.00
55 H 1.63 -4.08 -1.97  0.00
56 H 3.37 -2.46 -1.96  0.00
57 H 2.43 -1.17 -0.90  0.00
58 H 0.62 -1.13 -3.02  0.00
59 H 2.00 -2.12 -4.03  0.00
60 H 2.32 1.03 -5.90  0.00
61 H 2.82 -0.79 -5.79  0.00
62 H -0.22 -0.21 -4.80  0.00
63 H -0.51 1.57 -6.40  0.00
64 H -0.67 0.03 -7.60  0.00
65 H 0.95 1.00 -7.59  0.00
66 H 4.63 -0.08 -4.74  0.00
67 H 6.98 -0.39 -2.11  0.00
68 H 3.76 0.66 -0.89  0.00
69 H 3.99 2.16 -5.06  0.00
70 H -0.53 2.20 -4.13  0.00
71 H 1.30 2.89 -5.40  0.00
72 Mn 1.10 3.12 1.25  5.06

Summary:
* 2S+1: 6
* total charge: +2
* Kohn-Sham gap (alpha / beta): 0.079 / 0.088 Ha

=====

No. 2
Density functional theory data (ωB97M-V/def2-TZVPD) for a molecular structure, C21H41Cl34N2O6S2.

Each line ends with the Löwdin charge.
Element x y z (Å)
1 C 4.67 -4.92 1.24  0.01
2 C 3.23 -5.31 1.03  -0.49
3 O 2.90 -6.46 1.18  0.08
4 N 2.29 -4.34 0.59  -0.03
5 C 2.68 -2.94 0.73  -0.49
6 C 3.00 -2.36 2.07  -0.08
7 O 2.74 -2.26 -0.27  0.10
8 S 0.72 -4.55 1.23  0.51
9 O 0.04 -5.46 0.37  -0.29
10 O 0.77 -4.99 2.60  -0.33
11 N 0.14 -3.06 1.09  -0.30
12 S -0.69 -2.60 2.38  0.48
13 O -1.56 -1.54 1.96  -0.43
14 O 0.18 -2.22 3.47  -0.38
15 H 5.12 -4.47 0.37  0.06
16 H 5.20 -5.82 1.52  0.09
17 H 4.76 -4.24 2.08  0.05
18 H 2.51 -1.41 2.18  -0.02
19 H 2.76 -3.02 2.90  -0.03
20 H 4.06 -2.17 2.12  0.09
21 H -1.45 -3.64 2.79  0.06
22 C -4.66 -2.09 1.04  -1.06
23 Cl -3.71 -3.54 0.74  0.57
24 Cl -6.30 -2.22 0.36  0.49
25 H -4.76 -1.93 2.11  -0.09
26 H -4.16 -1.25 0.58  -0.05
27 C 0.22 1.23 1.51  -1.03
28 Cl 0.55 1.13 -0.22  0.50
29 Cl 1.62 0.68 2.44  0.62
30 H 0.00 2.25 1.78  -0.06
31 H -0.62 0.58 1.74  -0.04
32 C 2.86 4.20 2.45  -1.01
33 Cl 3.41 5.18 3.82  0.50
34 Cl 1.21 4.60 1.98  0.52
35 H 3.51 4.39 1.61  -0.01
36 H 2.90 3.16 2.73  -0.02
37 C 2.91 0.35 -3.48  -1.00
38 Cl 1.29 1.03 -3.27  0.49
39 Cl 4.03 1.53 -4.20  0.51
40 H 3.29 0.05 -2.52  0.03
41 H 2.84 -0.51 -4.14  -0.03
42 C 3.56 5.02 -3.07  -1.03
43 Cl 5.07 5.61 -3.78  0.49
44 Cl 3.65 4.90 -1.32  0.51
45 H 2.77 5.72 -3.33  0.03
46 H 3.34 4.04 -3.48  -0.04
47 C -3.78 2.10 1.19  -0.98
48 Cl -2.93 0.95 0.15  0.59
49 Cl -2.86 2.52 2.64  0.54
50 H -3.96 3.01 0.62  -0.01
51 H -4.72 1.67 1.50  0.02
52 C 2.31 -4.16 5.97  -0.98
53 Cl 2.95 -4.87 7.46  0.49
54 Cl 3.58 -3.91 4.76  0.61
55 H 1.57 -4.83 5.55  0.03
56 H 1.87 -3.20 6.20  0.03
57 C -4.36 1.60 -3.34  -1.01
58 Cl -2.75 2.30 -3.18  0.51
59 Cl -5.54 2.46 -2.33  0.51
60 H -4.67 1.67 -4.37  0.01
61 H -4.32 0.57 -3.02  0.03
62 C -8.80 -4.37 2.66  -1.03
63 Cl -7.99 -4.80 4.17  0.51
64 Cl -10.37 -3.60 2.95  0.49
65 H -8.17 -3.67 2.11  -0.02
66 H -8.95 -5.27 2.08  0.03
67 C -3.65 6.53 2.77  -0.99
68 Cl -2.03 5.83 2.74  0.50
69 Cl -4.82 5.56 1.85  0.54
70 H -3.98 6.59 3.80  -0.01
71 H -3.61 7.51 2.33  0.03
72 C 5.14 -1.91 -6.41  -1.01
73 Cl 5.80 -1.80 -4.77  0.53
74 Cl 3.38 -2.07 -6.39  0.52
75 H 5.40 -1.01 -6.95  0.02
76 H 5.56 -2.78 -6.90  0.03
77 C 8.51 -2.72 -1.84  -1.06
78 Cl 7.83 -3.43 -0.37  0.52
79 Cl 9.27 -3.94 -2.87  0.49
80 H 7.72 -2.24 -2.39  0.00
81 H 9.27 -1.99 -1.55  -0.09
82 C -7.59 -0.54 3.69  -1.01
83 Cl -5.84 -0.81 3.66  0.60
84 Cl -8.04 0.75 4.81  0.51
85 H -7.91 -0.27 2.69  0.02
86 H -8.08 -1.46 4.00  0.00
87 C 10.52 0.90 -0.37  -1.00
88 Cl 10.11 -0.15 0.99  0.52
89 Cl 10.10 0.15 -1.92  0.56
90 H 9.96 1.82 -0.27  0.03
91 H 11.58 1.09 -0.35  0.02
92 C 1.56 -1.24 -9.75  -1.03
93 Cl 0.91 0.40 -9.65  0.51
94 Cl 3.33 -1.24 -9.82  0.49
95 H 1.25 -1.79 -8.88  0.01
96 H 1.18 -1.71 -10.65  0.02
97 C -6.89 4.94 -4.89  -1.04
98 Cl -8.43 5.79 -4.93  0.50
99 Cl -6.78 3.72 -6.17  0.50
100 H -6.09 5.65 -5.03  0.03
101 H -6.79 4.44 -3.94  -0.03
102 C -6.90 5.68 4.77  -1.04
103 Cl -8.66 5.68 4.95  0.50
104 Cl -6.15 7.02 5.66  0.51
105 H -6.51 4.75 5.15  0.03
106 H -6.65 5.79 3.72  -0.04

Summary:
* 2S+1: 1
* total charge: -1
* Kohn-Sham gap: 0.294 Ha

=====

No. 3
Density functional theory data (ωB97M-V/def2-TZVPD) for 9 unconnected molecules or ions with the total composition C21H41F3O15.

Each line ends with the Löwdin charge.
Element x y z (Å)
1 O -3.63 -4.83 0.58  0.12
2 C -4.61 -5.59 0.51  -0.46
3 O -4.90 -6.29 1.65  0.06
4 C -5.71 -7.36 1.33  -0.11
5 C -6.33 -6.89 0.07  -0.32
6 F -7.54 -6.28 0.24  0.08
7 O -5.49 -5.91 -0.46  0.17
8 H -5.12 -8.26 1.19  0.14
9 H -6.31 -7.61 2.20  0.15
10 H -6.40 -7.78 -0.55  0.17
11 O 1.46 -1.12 4.34  0.09
12 C 0.88 -2.18 4.73  -0.51
13 O 1.48 -3.13 5.41  0.10
14 C 0.58 -4.25 5.55  -0.03
15 C -0.75 -3.58 5.36  -0.33
16 F -1.29 -3.05 6.47  0.09
17 O -0.40 -2.54 4.49  0.13
18 H 0.70 -4.89 4.67  0.14
19 H 0.71 -4.86 6.45  0.15
20 H -1.55 -4.10 4.83  0.17
21 O 1.44 2.89 -1.41  0.11
22 C 1.04 1.72 -1.22  -0.53
23 O -0.21 1.43 -0.88  0.08
24 C -0.36 -0.02 -0.87  -0.03
25 C 1.05 -0.45 -0.63  -0.33
26 F 1.32 -1.60 -1.28  0.08
27 O 1.73 0.58 -1.26  0.15
28 H -1.11 -0.50 -0.24  0.14
29 H -0.69 -0.34 -1.86  0.14
30 H 1.25 -0.46 0.44  0.18
31 C 6.97 -2.13 -5.68  -0.20
32 C 5.82 -2.84 -5.11  -0.24
33 C 4.75 -2.43 -5.99  -0.22
34 O 5.11 -1.16 -6.56  -0.13
35 C 6.40 -0.76 -6.07  -0.17
36 H 7.18 -2.69 -6.60  0.11
37 H 7.99 -2.08 -5.31  0.12
38 H 5.64 -2.54 -4.08  0.12
39 H 5.99 -3.91 -5.04  0.13
40 H 3.79 -2.50 -5.47  0.13
41 H 4.78 -3.16 -6.80  0.12
42 H 6.31 -0.17 -5.16  0.12
43 H 6.93 -0.31 -6.91  0.12
44 C -7.48 4.40 1.82  -0.16
45 C -6.01 4.40 1.40  -0.19
46 C -5.42 3.01 1.52  -0.15
47 O -6.50 2.27 2.23  -0.17
48 C -7.58 3.11 2.70  -0.18
49 H -8.24 4.36 1.03  0.10
50 H -7.76 5.32 2.33  0.10
51 H -5.28 5.07 1.85  0.11
52 H -6.05 4.64 0.34  0.10
53 H -4.55 3.03 2.18  0.11
54 H -5.19 2.62 0.53  0.11
55 H -7.45 3.38 3.74  0.11
56 H -8.51 2.59 2.47  0.11
57 C 1.81 -7.16 -4.28  -0.21
58 O 3.19 -7.15 -4.24  -0.10
59 H 1.47 -6.26 -3.77  0.08
60 H 1.35 -7.05 -5.26  0.08
61 H 1.38 -8.00 -3.73  0.08
62 H 3.42 -7.98 -4.65  0.08
63 C -1.17 6.79 3.18  -0.19
64 O -1.09 6.22 1.93  -0.13
65 H -0.18 6.52 3.54  0.08
66 H -1.39 7.85 3.01  0.09
67 H -1.95 6.40 3.83  0.07
68 H -0.86 5.29 1.98  0.08
69 C 3.28 4.39 2.60  -0.18
70 O 4.09 5.24 3.35  -0.12
71 H 2.64 5.04 2.00  0.08
72 H 3.76 3.59 2.04  0.08
73 H 2.69 3.88 3.36  0.08
74 H 4.71 5.78 2.85  0.07
75 C 5.05 8.42 -1.13  -0.22
76 O 5.25 9.74 -0.80  -0.09
77 H 5.48 8.28 -2.12  0.08
78 H 5.52 7.71 -0.44  0.07
79 H 4.07 7.96 -1.19  0.08
80 H 4.57 10.24 -1.25  0.08

Summary:
* 2S+1: 1
* structure (SMILES): O=C1OC[C@@H](F)O1.O=C1OC[C@@H](F)O1.O=C1OC[C@@H](F)O1.C1CCOC1.C1CCOC1.CO.CO.CO.CO
* Kohn-Sham gap: 0.349 Ha

=====

Looking at maximum force for the records above, in order, we have 0.1767; 0.0371; 0.1069 hartree/bohr.